Record 1
Here is 2 unconnected molecules or ions with the total composition C2H10N2S from OMol25. Energies are from ωB97M-V/def2-TZVPD.

Values from the calculation:
Orbital gap: 9.9 eV
SMILES: NCN.CS

ORCA input file:
```
! RIJCOSX wB97M-V def2-TZVPD def2/J DEFGRID3
* xyz 0 1
S 1.5995 -0.7600 2.1945
C 2.9110 -0.2471 1.0415
H 3.0523 -1.0674 0.3414
N -2.6939 1.0004 -0.7251
H 2.3139 -0.7605 3.3248
H -2.1258 1.5871 -0.1568
C -2.0200 -0.2352 -1.0793
H -3.5465 0.8217 -0.2114
N -0.6008 -0.0728 -1.3505
H -0.2379 0.7028 -0.8036
H -2.5043 -0.6813 -1.9515
H -0.4508 0.2019 -2.3015
H -2.1014 -1.0182 -0.3075
H 3.8426 -0.0515 1.5579
H 2.5622 0.5801 0.4273
*
```


Record 2
Here is a molecular structure, C10H30N6NaO4 at a distorted geometry from OMol25. Energies are from ωB97M-V/def2-TZVPD.

Values from the calculation:
Orbital gap: 9.8 eV

ORCA input file:
```
! RIJCOSX wB97M-V def2-TZVPD def2/J DEFGRID3
* xyz 1 1
H -0.9738 3.3944 -3.3195
H 1.0093 -2.2993 -3.1396
N -0.9980 1.7556 -1.4189
H -2.9223 2.8068 3.2874
H 0.4833 1.2355 -2.7825
H 3.1518 -0.3253 0.3519
H 3.2175 1.3631 0.9305
C 1.4830 2.0760 -1.0305
H 1.2433 2.7575 -0.2143
H -0.0197 4.3009 -2.1373
C -1.1907 2.6184 2.5817
H 2.2774 2.4151 -1.6954
C 1.2667 -2.6460 -1.0729
O -1.4517 1.5910 1.8995
H 1.2666 -2.4755 1.0876
N -2.0331 3.2773 3.1981
H 1.5890 -4.5577 -2.1019
H -0.6608 -2.3472 -4.4396
H 1.8445 -4.7398 -0.4604
C -1.2545 -1.8788 -3.6546
Na -0.3512 -0.1374 0.3837
H 3.9107 0.8846 -0.7016
H 2.3380 -2.4578 -1.1438
H -1.1484 -3.5557 3.5460
H -2.5226 -0.7327 5.0749
H 0.6705 -0.8636 -2.0651
C 1.1801 -4.2191 -1.1500
C 0.5523 -1.9362 -2.2190
N -1.5234 -2.7591 4.0408
H 0.7141 3.7507 -3.4834
H -1.7638 1.5533 -2.0455
N 0.0573 3.0461 2.6864
N 0.8022 -2.1712 0.2439
C 0.2450 2.0471 -2.0951
H -0.1243 -2.5584 0.3522
H 0.2884 3.8808 3.2059
H -1.7568 4.0622 3.7705
H 0.1903 -4.6473 -0.9918
N -2.1953 -0.7199 4.1195
H -2.2057 0.1509 3.6078
H -1.4579 -2.6687 5.0446
H -1.2969 2.6410 -1.0357
H -1.1716 -0.8063 -3.8305
H -2.2989 -2.1881 -3.6138
C 3.1400 0.7226 0.0520
O -1.5550 -1.4506 2.1823
C -0.0342 3.4115 -2.7672
C -1.7968 -1.6852 3.3641
H 0.7923 2.3960 2.4474
O -0.7981 -2.1669 -2.3942
O 1.7919 0.8556 -0.4546
*
```


Record 3
Here is 3 unconnected molecules or ions with the total composition C16H38IN2O2P from OMol25. Energies are from ωB97M-V/def2-TZVPD.

Values from the calculation:
Orbital gap: 8.5 eV
SMILES: OP(I)[C@H]1CCCO1.CCN(CC)CC.CCN(CC)CC

ORCA input file:
```
! RIJCOSX wB97M-V def2-TZVPD def2/J DEFGRID3
* xyz 0 1
H -5.3592 3.7209 3.4712
H 4.5029 -5.1927 -2.7587
H 5.4192 -3.3221 -1.7087
C -3.7955 5.1188 3.0299
H -1.9709 2.7714 -0.6355
C -4.4301 3.7303 2.8962
H -4.6840 3.7904 5.6472
H 0.6820 1.6392 -3.1682
C 3.0539 -5.9225 -4.1650
H 3.7411 -6.6241 -4.6390
H 1.5547 -5.2905 -0.3019
H 2.3680 -5.5415 -4.9230
H -3.2069 1.9563 1.3917
C -1.4051 2.9084 2.0954
C -1.5119 0.6558 -1.0507
C -3.1269 2.6226 4.6687
H 3.0855 -5.6953 -1.0686
H 4.4845 -4.3292 -4.2850
H -2.6227 1.6675 4.8426
H -1.2190 0.5332 -0.0067
H 2.4027 0.7221 0.7258
H 0.1354 -0.7142 -1.5417
H 2.9289 -1.7228 -2.5114
C -2.6741 2.0868 2.3390
C 1.9572 -4.1254 -2.0776
C 3.6793 -2.4850 -2.7340
N -3.6365 2.5813 3.3091
H 2.9432 -4.2197 -0.1187
H 2.4736 -6.4808 -3.4291
H 4.2453 -2.5789 -0.6212
H 1.4160 -3.2195 -1.7902
H -0.7735 -0.1575 -2.9357
C 3.8335 -4.7812 -3.5313
H -2.4678 0.1589 -1.2064
C -1.5052 2.1361 -1.3859
O -0.1266 2.4611 -1.4533
H -1.9927 2.3166 -2.3537
H -3.0086 5.2916 2.2976
P 2.1989 1.0433 -1.4064
N 2.9750 -3.7197 -3.0352
H -1.6054 3.8358 1.5594
I 3.2712 3.1725 -1.9947
C 4.7126 -2.4973 -1.6027
H -0.9023 3.1643 3.0294
H -5.0069 2.0542 5.5663
H -0.6971 2.3351 1.4924
C 2.4186 -4.8684 -0.8186
H 5.2839 -1.5672 -1.6207
O 1.8362 1.2729 0.1794
C -0.3890 0.1458 -1.9624
H 4.1782 -2.1669 -3.6546
H -2.3801 1.0838 2.6655
H -3.8116 2.6925 6.7078
H -3.3646 5.2647 4.0220
H -4.7188 3.5574 1.8562
H 1.2328 -4.7553 -2.5998
C 0.5247 1.3952 -2.1106
H -2.3628 3.4017 4.8204
H -4.5579 5.8871 2.8891
C -4.2252 2.8024 5.7047
*
```


Record 4
Here is C3H4N2O in the gas phase at a distorted geometry from OMol25. Energies are from ωB97M-V/def2-TZVPD.

Values from the calculation:
Orbital gap: 10.2 eV
SMILES: OC1C=NN=C1

ORCA input file:
```
! RIJCOSX wB97M-V def2-TZVPD def2/J DEFGRID3
* xyz 0 1
N 1.6661 -0.9582 -0.2218
H -2.1405 0.6696 -0.0629
C 0.4427 -1.1312 -0.1087
C 0.4688 1.0180 -0.2045
H -0.3474 0.1996 1.2638
H 0.3281 2.1869 -0.4367
O -1.8302 -0.2935 -0.2732
N 1.6882 0.5530 -0.0617
H 0.1654 -2.1087 -0.0293
C -0.4411 -0.1354 0.1350
*
```


Record 5
Here is C4H8N2 in the gas phase at a distorted geometry from OMol25. Energies are from ωB97M-V/def2-TZVPD.

Values from the calculation:
Orbital gap: 10.0 eV
SMILES: CN(C)CC#N

ORCA input file:
```
! RIJCOSX wB97M-V def2-TZVPD def2/J DEFGRID3
* xyz 0 1
H -1.0072 1.2542 -1.1261
H 1.3398 -1.3152 -1.4355
H 0.8730 -0.2278 1.5424
H 0.9303 -1.8456 0.8032
H -2.1157 0.3381 -0.1123
C 0.2901 -0.9761 0.9776
H -0.5523 -1.2930 1.6014
N -0.1865 -0.4805 -0.3017
C -1.0729 0.6649 -0.2065
H 0.4461 -0.0234 -2.2389
C -0.8195 1.5877 0.9266
C 0.8740 -0.3361 -1.2808
N -0.6625 2.2721 1.8456
H 1.6633 0.3809 -0.9950
*
```


Record 6
Here is a molecular structure, C5H10INO2S at a distorted geometry from OMol25. Energies are from ωB97M-V/def2-TZVPD.

Values from the calculation:
⟨S²⟩: 2.014
Orbital gap (alpha / beta): 6.5 / 5.9 eV

ORCA input file:
```
! RIJCOSX wB97M-V def2-TZVPD def2/J DEFGRID3
* xyz 0 3
O -0.0659 -1.1565 2.0363
C -0.5865 0.6291 -1.4791
I -0.9203 1.8858 3.4814
C 0.0375 -0.5083 -0.6763
H -0.3087 -2.3359 0.1781
C -0.5017 -1.8558 -0.8666
H 1.5867 -0.0725 0.6902
S -0.6614 -0.1824 1.0901
H -0.4497 0.3217 -2.5312
O -2.1066 -0.0077 0.9566
H -0.0052 -2.3901 -1.5797
H 1.0224 3.0609 1.6016
H 1.9892 0.2596 -0.9299
H -1.6628 0.8378 -1.3892
C -0.0521 1.4996 1.5931
H 0.0478 1.5265 -1.3503
H 1.9317 -1.3976 -0.3408
H -1.5125 -1.9426 -1.1670
N 0.7437 2.2757 0.9757
C 1.4744 -0.4474 -0.2929
*
```


Record 7
Here is a molecular structure, C8H25ClIN2P2SYb at a distorted geometry from OMol25. Energies are from ωB97M-V/def2-TZVPD.

Values from the calculation:
⟨S²⟩: 0.753
Orbital gap (alpha / beta): 7.0 / 4.5 eV

ORCA input file:
```
! RIJCOSX wB97M-V def2-TZVPD def2/J DEFGRID3
* xyz 2 2
H -0.5681 0.1377 -0.7671
C 0.2087 3.4766 0.8183
H -0.5680 3.2542 1.5589
H -1.2629 0.9213 0.7350
H -1.3524 -3.2912 -2.7833
C -0.4212 -2.9701 0.4825
H -1.0186 4.6424 -1.4850
H -1.1567 1.8587 3.9169
H 0.1817 4.5494 0.5882
C 1.3975 2.3606 -1.6737
H -0.5899 -2.1128 3.7625
H 1.7368 3.3547 -1.9987
H -0.7517 -4.0133 0.3756
H 0.3710 -2.9054 1.2394
H 0.4556 -1.1022 4.7061
P 0.1834 -2.3495 -1.1297
Cl 1.1745 0.0721 -4.6943
I 1.3554 0.2075 0.9160
S -2.3943 -0.2918 2.6867
H 1.2141 1.7367 -2.5614
H -1.2654 -2.3586 0.8332
Yb 1.2613 -2.0225 -3.5595
C 1.9582 -2.8849 -1.1309
H 2.3344 -3.3977 -2.0484
H 0.1984 1.1251 4.7015
H -1.0250 3.3888 -2.7665
H 2.0261 -3.6236 -0.3273
H 2.5964 -2.0354 -0.8573
H -0.6946 -4.4905 -1.6598
H -1.9841 1.1426 -0.8285
H -2.2428 3.3374 -1.4563
P -0.0908 2.5658 -0.7028
C -0.4335 -3.6392 -2.2941
H 1.1863 3.2194 1.2370
H 2.1879 1.8943 -1.0712
C -1.0098 1.0454 -0.3286
N -0.7379 1.0302 4.3215
N -0.4247 -1.2261 4.2209
C -1.2020 3.5828 -1.7009
H 0.2846 -4.0339 -3.0477
C -1.1177 -0.1548 3.7730
*
```


Record 8
Here is C4H8O2 in the gas phase from OMol25. Energies are from ωB97M-V/def2-TZVPD.

Values from the calculation:
Orbital gap: 10.6 eV
SMILES: C[C@@H](O)CC=O

ORCA input file:
```
! RIJCOSX wB97M-V def2-TZVPD def2/J DEFGRID3
* xyz 0 1
H 0.3263 -0.8965 1.3053
C -1.6289 -0.2225 -0.4279
C -0.2294 0.3438 -0.3612
C 2.1084 -0.1167 0.4446
H -2.3162 0.6129 -0.6540
O -0.3217 1.5394 0.4028
H -1.8918 -0.5962 0.5679
H 0.1615 0.5777 -1.3670
H -1.2196 1.8572 0.2207
H -1.7146 -1.0329 -1.1564
O 3.1112 -0.7259 0.1554
H 2.1462 0.9191 0.8362
H 0.7546 -1.5975 -0.2695
C 0.7138 -0.6620 0.3030
*
```